# 1
Entry from the Open Molecules 2025 dataset: one molecule with the formula C7H9F (ωB97M-V/def2-TZVPD).

Positions of all 17 atoms, in Å:
1 C -2.016 0.315 0.040
2 C -0.716 -0.472 -0.091
3 F -1.239 -1.827 -0.186
4 C 0.283 0.070 -1.166
5 C 1.457 -0.847 -0.722
6 C 1.429 -1.002 0.617
7 C 0.278 -0.107 1.048
8 C 0.642 1.092 -0.071
9 H -2.508 -0.116 0.889
10 H -2.709 0.149 -0.916
11 H -1.762 1.320 0.342
12 H 0.235 0.511 -2.097
13 H 2.354 -1.151 -1.326
14 H 2.408 -1.242 1.261
15 H 0.131 -0.060 2.141
16 H 1.721 1.324 0.207
17 H 0.010 2.043 0.031

For the LUMO energy, the calculation gives 0.039 Ha. The value obtained for the molar mass is 112.15 u. Its energy relative to the best compared isomer or geometry (same formula, charge and spin) is 67.0 kcal/mol. The HOMO-LUMO gap comes out at 9.83 eV. Its charge is 0. Its SMILES is C[C@@]1(F)[C@@H]2C=C[C@H]1C2.

# 2
Entry from the Open Molecules 2025 dataset: C31H34N6O2SbScSe4 as an isolated structure (ωB97M-V/def2-TZVPD).

Positions of all 79 atoms, in Å:
1 Sc -0.620 0.330 -0.904
2 C 4.204 -3.628 2.176
3 C 3.288 -2.811 1.307
4 C 3.671 -1.546 0.860
5 C 2.880 -0.770 0.021
6 C 3.281 0.631 -0.395
7 N 4.291 1.175 0.438
8 C 3.971 1.359 1.844
9 C 3.297 2.679 2.232
10 C 2.301 2.467 3.352
11 N 1.099 1.745 2.892
12 C 0.011 1.811 3.583
13 C -1.294 1.347 3.264
14 C -2.303 1.692 4.181
15 C -3.636 1.457 3.939
16 C -4.712 1.842 4.912
17 C -3.947 0.887 2.704
18 C -3.003 0.545 1.749
19 C -3.518 0.022 0.496
20 N -2.883 -0.130 -0.598
21 C -3.627 -0.749 -1.692
22 C -3.042 -2.120 -2.061
23 C -2.378 -2.833 -0.887
24 N -1.073 -2.226 -0.625
25 C -0.141 -2.994 -0.209
26 C 1.217 -2.549 0.089
27 C 2.038 -3.286 0.938
28 C 1.681 -1.335 -0.453
29 O 0.976 -0.725 -1.370
30 C -1.608 0.711 2.023
31 O -0.684 0.326 1.223
32 H 4.947 -2.999 2.666
33 H 4.743 -4.379 1.594
34 H 3.648 -4.154 2.953
35 H 4.629 -1.150 1.175
36 H 3.620 0.639 -1.429
37 H 4.712 1.997 0.027
38 H 4.886 1.231 2.432
39 H 3.320 0.533 2.132
40 H 2.784 3.134 1.384
41 H 4.035 3.406 2.577
42 H 1.960 3.428 3.739
43 H 2.748 1.884 4.163
44 H 1.049 1.360 1.942
45 H 0.107 2.332 4.532
46 H -2.008 2.182 5.102
47 H -4.280 2.198 5.846
48 H -5.360 0.997 5.145
49 H -5.339 2.640 4.513
50 H -4.992 0.718 2.459
51 H -4.581 -0.246 0.525
52 H -3.592 -0.081 -2.556
53 H -4.676 -0.859 -1.395
54 H -2.303 -2.014 -2.853
55 H -3.845 -2.736 -2.468
56 H -2.269 -3.900 -1.106
57 H -2.997 -2.748 0.013
58 H -0.348 -4.057 -0.028
59 H 1.686 -4.237 1.324
60 Se 1.043 5.628 -2.054
61 Sb 0.301 4.230 -0.295
62 Se -1.624 2.748 -0.877
63 Se 1.569 1.841 -0.651
64 Se 0.279 5.005 1.964
65 N -0.781 1.389 -5.288
66 C -0.903 1.562 -3.955
67 N -0.684 0.458 -3.277
68 C -0.360 -0.502 -4.236
69 C 0.051 -1.827 -4.089
70 C 0.333 -2.538 -5.236
71 C 0.231 -1.957 -6.509
72 C -0.144 -0.638 -6.669
73 C -0.428 0.072 -5.508
74 H -0.858 2.121 -5.972
75 H -1.134 2.512 -3.499
76 H 0.165 -2.253 -3.104
77 H 0.659 -3.567 -5.155
78 H 0.466 -2.550 -7.382
79 H -0.200 -0.179 -7.646

For the LUMO energy, the calculation gives -0.024 Ha. The value obtained for the molar mass is 1005.21 u. Its energy relative to the best compared isomer or geometry (same formula, charge and spin) is 4.1 kcal/mol. The HOMO-LUMO gap comes out at 6.34 eV. Its charge is 0.

# 3
Entry from the Open Molecules 2025 dataset: C45H51AsN6O8SSr as an isolated structure (ωB97M-V/def2-TZVPD).

Positions of all 113 atoms, in Å:
1 Sr -0.036 -1.367 0.922
2 C 0.512 1.720 -4.340
3 O 1.550 2.461 -3.715
4 C 1.787 2.372 -2.371
5 C 4.200 2.993 -2.341
6 C 5.001 2.759 -1.061
7 C 4.548 2.073 0.017
8 C 3.366 1.319 0.403
9 C 3.465 0.748 1.773
10 N 2.431 0.463 2.452
11 N 2.598 -0.122 3.692
12 C 1.944 -1.244 3.782
13 O 1.356 -1.876 2.834
14 C 1.951 -1.893 5.137
15 C 2.626 -1.341 6.226
16 C 2.605 -1.969 7.461
17 C 1.905 -3.160 7.634
18 C 1.227 -3.712 6.556
19 C 1.253 -3.083 5.317
20 C 2.273 0.732 -0.307
21 O 1.871 -0.405 -0.003
22 H -0.012 2.411 -5.004
23 H -0.201 1.316 -3.623
24 H 0.938 0.898 -4.917
25 H 4.583 3.884 -2.854
26 H 6.020 3.128 -1.038
27 H 5.289 2.027 0.814
28 H 4.466 0.568 2.195
29 H 3.158 -0.413 6.072
30 H 3.135 -1.529 8.298
31 H 1.887 -3.649 8.601
32 H 0.674 -4.636 6.681
33 H 0.733 -3.492 4.460
34 C 1.273 6.242 -3.505
35 O 0.279 5.697 -2.655
36 C -0.777 5.062 -3.258
37 C -1.369 5.503 -4.424
38 C -2.471 4.829 -4.950
39 C -2.971 3.724 -4.284
40 C -2.380 3.274 -3.109
41 C -1.263 3.920 -2.586
42 N -0.589 3.510 -1.449
43 C -0.791 2.223 -0.830
44 N -1.981 2.233 -0.130
45 C -2.206 1.781 1.214
46 C -1.608 0.652 1.766
47 C -1.952 0.425 3.111
48 C -2.848 1.200 3.843
49 C -3.430 2.307 3.241
50 C -3.084 2.601 1.933
51 O -3.619 3.751 1.328
52 C -2.817 4.893 1.579
53 N -0.017 1.219 -0.891
54 C 1.296 1.223 -1.513
55 C 2.798 3.051 -1.832
56 C 4.452 1.790 -3.241
57 C 3.859 0.600 -3.465
58 C 2.621 -0.166 -3.187
59 C 1.508 0.025 -2.450
60 O 0.447 -0.803 -2.448
61 C 0.507 -2.006 -3.195
62 H 2.138 6.436 -2.875
63 H 0.939 7.179 -3.962
64 H 1.552 5.522 -4.276
65 H -0.970 6.373 -4.929
66 H -2.927 5.175 -5.869
67 H -3.823 3.188 -4.683
68 H -2.751 2.384 -2.618
69 H 0.349 3.881 -1.385
70 H -2.477 3.099 -0.279
71 H -1.497 -0.420 3.630
72 H -3.087 0.954 4.874
73 H -4.125 2.955 3.763
74 H -3.262 5.727 1.035
75 H -1.791 4.739 1.230
76 H -2.790 5.124 2.648
77 H 2.742 3.054 -0.755
78 H 5.420 1.878 -3.734
79 H 4.490 -0.019 -4.102
80 H 2.627 -1.100 -3.732
81 H -0.435 -2.517 -3.015
82 H 1.334 -2.626 -2.845
83 H 0.627 -1.791 -4.263
84 N -2.655 -3.701 -2.434
85 C -3.047 -3.231 -1.442
86 O 0.763 -3.402 -0.388
87 S 0.485 -4.497 0.604
88 C 1.838 -5.692 0.314
89 C 1.382 -6.719 -0.736
90 C 0.093 -6.188 -1.372
91 C -0.696 -5.574 -0.231
92 H 2.115 -6.142 1.267
93 H 2.658 -5.060 -0.024
94 H 1.175 -7.673 -0.243
95 H 2.160 -6.901 -1.479
96 H -0.469 -6.973 -1.881
97 H 0.310 -5.405 -2.100
98 H -1.034 -6.319 0.496
99 H -1.524 -4.936 -0.541
100 C -4.537 -4.349 0.979
101 As -3.502 -2.744 1.304
102 C -4.003 -2.500 3.178
103 C -4.263 -1.148 0.537
104 O -1.856 -2.935 1.385
105 H -5.580 -4.058 0.846
106 H -4.448 -4.978 1.865
107 H -4.181 -4.856 0.089
108 H -5.088 -2.478 3.307
109 H -3.576 -1.561 3.524
110 H -3.578 -3.322 3.756
111 H -5.254 -1.394 0.153
112 H -3.630 -0.812 -0.278
113 H -4.314 -0.389 1.316

For the LUMO energy, the calculation gives 0.141 Ha. The value obtained for the molar mass is 998.55 u. Its energy relative to the best compared isomer or geometry (same formula, charge and spin) is 167.7 kcal/mol. The HOMO-LUMO gap comes out at 5.04 eV. Its charge is -2.

# 4
Entry from the Open Molecules 2025 dataset: C44H50MnNO7P3Te as an isolated structure (ωB97M-V/def2-TZVPD).

Positions of all 107 atoms, in Å:
1 Mn -5.380 -20.640 -5.280
2 C -6.632 -25.969 -8.191
3 C -7.652 -25.801 -7.084
4 P -8.899 -24.493 -7.471
5 C -9.319 -23.774 -5.846
6 C -8.751 -24.217 -4.612
7 C -9.323 -23.894 -3.373
8 C -10.457 -23.090 -3.305
9 C -10.920 -22.517 -4.501
10 C -10.350 -22.850 -5.734
11 C -10.460 -25.228 -8.062
12 C -11.239 -24.485 -8.955
13 C -12.589 -24.746 -9.187
14 C -13.140 -25.884 -8.638
15 C -12.389 -26.676 -7.786
16 C -11.033 -26.389 -7.505
17 C -6.130 -24.656 -8.799
18 P -7.527 -23.534 -9.222
19 C -8.126 -24.181 -10.819
20 C -8.155 -25.584 -11.080
21 C -7.892 -26.015 -12.395
22 C -7.792 -25.063 -13.416
23 C -8.087 -23.755 -13.167
24 C -8.241 -23.287 -11.855
25 C -6.674 -22.027 -9.769
26 C -5.585 -22.078 -10.636
27 C -4.978 -20.926 -11.094
28 C -5.375 -19.677 -10.586
29 C -6.543 -19.577 -9.821
30 C -7.112 -20.760 -9.330
31 H -7.029 -26.547 -8.979
32 H -5.772 -26.511 -7.806
33 H -7.082 -25.431 -6.214
34 H -8.106 -26.772 -6.742
35 H -7.866 -24.822 -4.581
36 H -8.911 -24.304 -2.462
37 H -10.971 -22.886 -2.332
38 H -11.752 -21.780 -4.489
39 H -10.647 -22.373 -6.660
40 H -10.697 -23.659 -9.474
41 H -13.056 -24.006 -9.868
42 H -14.150 -26.220 -8.929
43 H -12.834 -27.613 -7.418
44 H -10.456 -26.979 -6.811
45 H -5.556 -24.895 -9.723
46 H -5.471 -24.114 -8.117
47 H -8.358 -26.295 -10.294
48 H -7.696 -27.055 -12.605
49 H -7.423 -25.376 -14.410
50 H -8.116 -23.041 -13.991
51 H -8.432 -22.244 -11.591
52 H -5.199 -23.043 -10.956
53 H -4.110 -20.971 -11.773
54 H -4.753 -18.839 -10.868
55 H -6.930 -18.649 -9.409
56 H -7.968 -20.680 -8.655
57 C -3.200 -27.077 -4.702
58 C -2.842 -25.691 -5.118
59 O -4.010 -24.889 -5.524
60 P -3.773 -23.291 -5.561
61 O -5.179 -22.718 -5.779
62 Te -2.905 -22.048 -3.746
63 O -2.950 -23.043 -6.864
64 C -1.480 -22.630 -6.937
65 C -1.329 -21.974 -8.268
66 H -2.246 -27.600 -4.522
67 H -3.678 -27.593 -5.548
68 H -3.833 -27.097 -3.814
69 H -2.190 -25.703 -6.024
70 H -2.302 -25.137 -4.359
71 H -0.921 -23.516 -6.817
72 H -1.287 -21.904 -6.181
73 H -1.501 -22.718 -9.039
74 H -0.316 -21.584 -8.344
75 H -2.090 -21.195 -8.358
76 O -5.804 -18.839 -6.449
77 C -4.609 -18.878 -6.813
78 O -3.904 -19.922 -6.604
79 C -4.026 -17.696 -7.483
80 C -4.636 -16.443 -7.469
81 C -3.909 -15.283 -7.726
82 C -2.538 -15.441 -8.002
83 O -1.571 -14.494 -8.324
84 C -0.369 -15.314 -8.703
85 O -0.681 -16.678 -8.555
86 C -2.003 -16.702 -8.164
87 C -2.701 -17.847 -7.895
88 H -5.691 -16.342 -7.158
89 H -4.397 -14.299 -7.737
90 H 0.477 -15.074 -8.046
91 H -0.123 -15.101 -9.774
92 H -2.251 -18.850 -7.883
93 C -8.228 -18.736 -1.418
94 C -6.942 -19.301 -2.029
95 C -6.467 -20.551 -1.289
96 C -5.967 -18.131 -2.021
97 C -7.345 -19.849 -3.348
98 N -7.422 -20.650 -4.213
99 H -8.005 -18.235 -0.474
100 H -8.982 -19.491 -1.199
101 H -8.677 -18.025 -2.130
102 H -6.241 -20.379 -0.243
103 H -5.571 -20.971 -1.740
104 H -7.176 -21.371 -1.406
105 H -5.897 -17.659 -1.022
106 H -6.333 -17.376 -2.717
107 H -4.947 -18.386 -2.258

For the LUMO energy (spin up / spin down), the calculation gives -0.265 / -0.265 Ha. Its spin multiplicity is 4. The value obtained for the molar mass is 980.34 u. The HOMO-LUMO gap (spin up / spin down) comes out at 4.01 / 3.98 eV. Its charge is +2.